The following is a quantum chemistry calculation of C17H31IrN5O7PS as an isolated structure, from the OMol25 dataset.

E_LUMO (spin up / spin down): -1.87 / -6.14 eV
Total charge: +1
Spin multiplicity: 6
HOMO level (spin up / spin down): -11.670 / -12.266 eV
Gap between HOMO and LUMO (spin up / spin down): 9.8 / 6.1 eV

Geometry (Å):
Ir 2.1069 -1.0912 -0.5427
O 3.2394 0.3786 0.9564
S 3.3259 -0.9888 1.6261
O 3.9889 -0.9620 2.8811
O 3.9036 -1.8790 0.5845
O 1.8764 -1.3945 1.7096
C 3.5242 2.2114 -2.6155
C 2.8976 0.9728 -2.0443
O 3.4656 -0.1342 -2.1597
O 1.7905 1.0394 -1.4412
H 4.0443 1.9722 -3.5366
H 4.2631 2.5684 -1.9018
H 2.7861 2.9881 -2.7818
N 2.6667 -5.0459 -1.3789
C 1.3395 -5.1365 -1.0755
C 0.8336 -3.8775 -1.1983
N 1.8420 -3.0334 -1.5675
C 2.9363 -3.7675 -1.6661
H 3.3299 -5.8064 -1.3661
H 0.8660 -6.0577 -0.8078
H -0.1626 -3.5111 -1.0523
H 3.9012 -3.3841 -1.9304
O -0.1686 -0.8880 -0.4046
P -0.9819 0.2656 0.0535
N -2.1293 -0.3323 1.0961
C -1.7958 -1.4520 1.9727
C -2.8501 -1.4246 3.0824
C -3.3782 0.0091 3.0571
C -3.3252 0.3420 1.5681
N -0.1050 1.4854 0.8377
C 0.8353 1.2280 1.8607
C 0.8423 2.4381 2.7905
C -0.3391 3.2861 2.3065
C -0.4515 2.8914 0.8381
N -1.8660 1.0669 -1.1206
C -2.7636 0.1752 -1.8789
C -2.4193 0.3613 -3.3631
C -1.0335 0.9989 -3.3193
C -1.1382 1.8883 -2.0875
H -0.7757 -1.3504 2.3536
H -1.8282 -2.3867 1.4101
H -2.4451 -1.7037 4.0513
H -3.6559 -2.1147 2.8379
H -2.7172 0.6718 3.6156
H -4.3840 0.0941 3.4627
H -3.2951 1.4099 1.3530
H -4.1949 -0.0926 1.0601
H 1.8903 1.0688 1.4189
H 0.6881 0.2572 2.3460
H 1.7790 2.9873 2.7004
H 0.7337 2.1415 3.8312
H -0.1767 4.3516 2.4377
H -1.2508 3.0099 2.8379
H 0.2879 3.4333 0.2386
H -1.4396 3.0507 0.4150
H -3.8009 0.4446 -1.6622
H -2.5985 -0.8587 -1.5678
H -3.1335 1.0353 -3.8368
H -2.4280 -0.5809 -3.9062
H -0.7877 1.5440 -4.2262
H -0.2701 0.2391 -3.1383
H -1.7351 2.7830 -2.2995
H -0.1579 2.1665 -1.7117

The following is a quantum chemistry calculation of C17H31N3P2Pb as an isolated structure, from the OMol25 dataset.

E_LUMO: -1.35 eV
HOMO level: -8.099 eV
Gap between HOMO and LUMO: 6.7 eV

Geometry (Å):
P 2.1557 -1.7402 -1.4701
P 0.8534 1.6423 -0.8302
C 1.4415 -0.3707 -2.5161
C 2.0601 0.9657 -2.0761
H 0.3423 -0.3861 -2.3665
H 1.6513 -0.5764 -3.5784
H 3.0572 0.8211 -1.6199
H 2.2226 1.6732 -2.8955
C -0.0571 2.5917 -2.1476
H -0.6905 3.3783 -1.7293
H -0.6966 1.9189 -2.7370
H 0.6857 3.0423 -2.8260
C 1.4496 3.0041 0.2298
H 1.3976 3.9506 -0.3286
H 2.4627 2.8490 0.6319
H 0.7721 3.0540 1.1002
C 0.7412 -2.9227 -1.7508
H 0.7422 -3.6737 -0.9525
H 0.8772 -3.4225 -2.7192
H -0.2286 -2.4107 -1.7563
C 3.1752 -2.3410 -2.8979
H 3.9019 -1.5819 -3.2097
H 2.5048 -2.5575 -3.7389
H 3.6959 -3.2552 -2.6042
Pb 3.1356 0.1840 0.6943
C -2.3323 1.3648 0.2653
C -3.1863 0.9520 -0.6957
C -4.3629 0.0680 -0.5099
C -4.5424 -0.4423 0.9499
C -3.7709 -1.6807 1.2528
C -2.5383 -1.9665 0.8157
C -1.4310 -0.9670 0.6742
C -1.6957 0.4385 1.2767
C 2.9711 -1.3855 2.2110
H -1.9301 2.3966 0.3241
H -3.0406 1.2753 -1.7266
H -4.3328 -0.7911 -1.1949
H -5.2878 0.6174 -0.7530
H -4.3815 0.3335 1.7116
H -5.6041 -0.7056 1.0363
H -4.3127 -2.4125 1.8546
H -2.2267 -2.9663 0.4697
H -1.1848 -0.8499 -0.3971
H -0.5054 -1.3653 1.1123
H -2.2753 0.3726 2.2120
H -0.7340 0.9198 1.5309
H 3.6687 -1.1819 3.0365
H 3.2058 -2.3359 1.7145
H 1.9282 -1.3969 2.5467
N 3.1374 1.4681 2.8175
C 2.5350 1.6631 3.8202
N 1.7707 2.0471 4.7674
C 1.5491 1.5280 5.9454
N 1.2566 1.1660 7.0267

The following is a quantum chemistry calculation of C17H31N4O6PPt as an isolated structure, from the OMol25 dataset.

E_LUMO (spin up / spin down): 0.58 / -1.37 eV
Spin multiplicity: 3
HOMO level (spin up / spin down): -5.502 / -6.921 eV
Gap between HOMO and LUMO (spin up / spin down): 6.1 / 5.5 eV

Geometry (Å):
O -0.8160 4.2884 -0.6648
H -1.0806 5.2196 -0.6824
Pt -0.2019 0.7212 -0.2104
N -1.5108 -0.6819 -0.8058
N -1.9231 1.3904 0.5522
N 1.3201 -0.0743 -1.2396
N 1.2341 2.1072 -0.1179
O -1.2149 -1.6884 -1.5537
O 1.3049 -1.3168 -1.7858
O 1.1553 3.1794 0.7477
O -1.9989 2.4834 1.1821
C -3.0341 0.5819 0.4082
C -2.7800 -0.6041 -0.2952
C 2.5142 0.5473 -1.2198
C 2.4482 1.8258 -0.6157
C -3.6938 -1.7576 -0.5016
H -3.2867 -2.6821 -0.0594
H -3.8872 -1.9457 -1.5675
H -4.6576 -1.5458 -0.0259
C -4.3120 1.0125 1.0324
H -4.5846 2.0196 0.6837
H -4.2248 1.0514 2.1311
H -5.1318 0.3381 0.7592
C 3.7439 -0.1469 -1.6720
C 3.6098 2.7154 -0.3775
H 3.5844 -0.7523 -2.5728
H 4.1351 -0.8107 -0.8821
H 4.5360 0.5826 -1.8801
H 3.3239 3.5609 0.2580
H 3.9979 3.1130 -1.3227
H 4.4271 2.1590 0.1046
H 0.2969 -1.5840 -1.7601
H 0.2969 3.6548 0.4854
C -1.2346 3.6584 -1.8938
H -2.0865 3.0046 -1.6750
H -0.3917 3.0912 -2.3081
H -1.5622 4.3984 -2.6358
O -0.7876 0.6532 -4.8983
H 0.0815 0.6325 -4.4533
H -1.3723 0.2301 -4.2345
C -0.8719 -0.3804 3.0956
P 0.3465 -0.4814 1.7726
C 1.8741 0.1168 2.5260
C 0.6314 -2.2426 1.3985
C 1.8918 -2.6898 0.9813
C 2.0673 -4.0098 0.5663
C 0.9843 -4.8912 0.5383
C -0.2720 -4.4494 0.9641
C -0.4540 -3.1277 1.3764
H -1.0812 0.6731 3.3143
H -0.4547 -0.8604 3.9894
H -1.8184 -0.8678 2.8450
H 2.0567 -0.3761 3.4910
H 2.7465 -0.0450 1.8835
H 1.7502 1.1943 2.6836
H 2.7442 -2.0108 1.0067
H 3.0608 -4.3454 0.2656
H 1.1184 -5.9180 0.1854
H -1.1198 -5.1356 0.9811
H -1.4369 -2.7822 1.7021

The following is a quantum chemistry calculation of C17H32BF4LiO9 as an isolated structure, from the OMol25 dataset.

E_LUMO: -0.69 eV
HOMO level: -7.329 eV
Gap between HOMO and LUMO: 6.6 eV

Geometry (Å):
Li -1.8783 2.5222 2.2693
B 0.0287 0.2442 0.5743
F -1.1963 0.8852 1.0633
F 0.1537 -1.0458 0.8583
F 0.1917 0.4762 -0.8397
F 0.9777 0.9362 1.3023
C 3.9437 3.2032 0.2773
O 2.5837 3.0162 0.0573
H 4.6477 2.4112 0.7813
H 4.0147 3.9672 0.8953
H 4.0607 3.5262 -0.8057
H 2.2797 2.1872 0.4523
C -3.0913 1.3872 4.7363
O -2.5913 1.1272 3.4753
H -3.6773 0.5982 5.1873
H -3.8233 2.2192 4.6063
H -2.2403 1.4402 5.4913
H -2.8863 0.1692 3.2043
C -2.1613 0.6362 -3.0317
O -1.3903 1.7762 -2.5857
H -2.3943 0.0092 -2.1717
H -1.8083 0.0762 -3.7977
H -3.1063 1.0572 -3.3527
H -0.8853 1.6722 -1.9017
C -0.6883 4.6792 -0.1157
O -0.5603 3.5452 0.7143
H -0.6373 5.5872 0.2923
H -1.6723 4.6142 -0.7987
H 0.2877 4.5552 -0.7637
H 0.1827 3.1762 0.4833
C 4.1997 -1.0998 0.1943
O 3.0737 -1.7098 -0.3467
H 4.7057 -0.9028 -0.7347
H 4.7117 -1.8508 0.6073
H 3.9897 -0.2708 0.8563
H 2.3227 -1.8778 0.2943
C -3.2873 -3.2468 3.2233
C -3.5133 -3.5668 4.5053
C -2.5283 -3.1998 5.4503
C -1.4153 -2.3048 5.0943
C -1.3423 -1.8188 3.8143
C -2.3023 -2.3008 2.9383
O -2.2543 -1.9998 1.5493
O -2.6123 -3.7598 6.6353
H -4.0233 -3.6538 2.5063
H -4.1983 -4.2298 4.9913
H -0.6513 -2.1628 5.8473
H -0.7623 -1.0578 3.5323
H -1.5053 -1.5248 1.4713
H -1.8753 -3.5678 7.1203
C 2.4787 -1.1028 -6.6037
C 2.6887 -0.2038 -5.5407
C 1.8647 -0.0988 -4.3857
C 0.7997 -1.0038 -4.2207
C 0.5267 -1.7998 -5.3647
C 1.3137 -1.8028 -6.5997
O 0.9887 -2.6508 -7.6097
O 2.0667 0.6702 -3.3257
H 3.1267 -0.9748 -7.6487
H 3.6207 0.4892 -5.5327
H 0.1227 -1.0498 -3.3737
H -0.3773 -2.6558 -5.3547
H 1.8797 -2.8728 -7.8587
H 1.5047 0.5062 -2.6857

The following is a quantum chemistry calculation of a 3-piece molecular cluster, C17H32BI2N7O3P overall, from the OMol25 dataset.

E_LUMO: -2.93 eV
Total charge: +1
HOMO level: -9.649 eV
Gap between HOMO and LUMO: 6.7 eV

Geometry (Å):
C -1.1960 3.4739 2.8082
C 0.1671 4.1229 3.0813
C 1.2077 3.7432 2.0364
N 2.0349 2.5867 2.4922
N 2.0738 1.5752 1.5034
C 2.1242 0.2712 1.8037
N 2.0239 -0.2608 3.0023
P 2.2708 -1.9960 3.4270
N 0.9767 -2.7423 2.6216
O 1.7245 -1.8497 4.9460
N 2.4038 -0.4815 0.6608
C 1.2613 -1.0167 -0.0826
C 0.2189 0.0081 -0.5738
C -0.2865 -0.3784 -1.9659
I -1.5529 1.1242 -2.7524
C 3.3914 0.3709 -0.0198
I 3.6837 0.1200 -2.0933
C 2.9720 1.8208 0.3483
B 4.1876 2.8515 0.5457
O 5.0889 2.7253 1.5621
O 4.3410 3.8571 -0.3572
H -1.7605 4.0744 2.1005
H -1.0817 2.4702 2.4007
H -1.7879 3.4281 3.7184
H 0.5210 3.9144 4.0903
H 0.0393 5.2017 3.0204
H 0.7235 3.4851 1.0956
H 1.8749 4.5797 1.8416
H 1.5766 2.2285 3.3204
H 1.8711 0.3685 3.7771
H 1.3265 -3.6525 2.3363
H 0.1509 -2.9040 3.1900
H 0.7852 -2.0331 5.0303
H 0.7591 -1.7277 0.5630
H 1.6258 -1.5944 -0.9286
H 0.6028 1.0229 -0.6084
H -0.6457 -0.0125 0.0887
H 0.5644 -0.5273 -2.6243
H -0.8259 -1.3192 -1.9036
H 4.3515 0.1965 0.4602
H 2.3493 2.2510 -0.4416
H 5.9802 2.8314 1.2231
H 3.8445 3.7286 -1.1659
N -6.6630 0.9516 -5.9379
C -5.8998 1.7497 -6.7443
C -4.7209 1.9963 -6.0945
C -4.7766 1.3170 -4.8465
C -5.9880 0.6820 -4.7802
H -7.5809 0.6162 -6.1618
H -6.2582 2.0716 -7.7064
H -3.9090 2.5951 -6.4716
H -4.0131 1.2969 -4.0862
H -6.4237 0.0646 -4.0140
N -0.0313 -4.9247 0.3366
C -1.0389 -5.2888 1.1948
C -1.4246 -6.5593 0.8688
C -0.6228 -6.9790 -0.2274
C 0.2258 -5.9517 -0.5336
H 0.4382 -4.0396 0.3352
H -1.3961 -4.6158 1.9557
H -2.1979 -7.1264 1.3580
H -0.6672 -7.9284 -0.7328
H 0.9863 -5.8631 -1.2899

The following is a quantum chemistry calculation of a 5-piece molecular cluster, C17H32BN9O8 overall, from the OMol25 dataset.

E_LUMO: -0.40 eV
SMILES: CCCCCc1cc(B(O)O)cc2c1C(=O)NC2=O.NC(N)=O.NC(N)=O.NC(N)=O.NC(N)=O
HOMO level: -9.679 eV
Gap between HOMO and LUMO: 9.3 eV

Geometry (Å):
C -0.3366 -3.8253 -0.0453
C 0.6597 -4.3495 1.0124
C 1.9902 -4.6727 0.2937
C 3.1922 -4.7716 1.2328
C 3.4970 -3.4909 2.0563
C 3.1119 -2.1760 1.4120
C 2.4001 -1.2555 2.1452
C 2.0315 -0.0211 1.6604
B 1.2467 1.0475 2.5126
O 0.2507 0.7572 3.4260
O 1.6124 2.3643 2.3298
C 2.3649 0.3494 0.3743
C 3.0601 -0.5540 -0.3561
C 3.4397 -1.7842 0.1340
C 4.2419 -2.5186 -0.9149
O 4.8845 -3.5378 -0.8578
N 4.1545 -1.7007 -2.0912
C 3.5564 -0.4588 -1.7775
O 3.4442 0.4830 -2.5279
H -0.5463 -4.6118 -0.7744
H -1.2593 -3.4466 0.3920
H 0.1707 -3.0401 -0.6163
H 0.7752 -3.6558 1.8452
H 0.2542 -5.3076 1.3520
H 2.1260 -3.9887 -0.5464
H 1.8615 -5.6661 -0.1518
H 4.0851 -5.1375 0.7334
H 2.9431 -5.5527 1.9630
H 4.5710 -3.4489 2.2671
H 3.0005 -3.5627 3.0261
H 2.0947 -1.4823 3.1632
H 0.5407 0.0119 3.9641
H 0.8307 2.9318 2.3356
H 2.1135 1.3139 -0.0473
H 3.6699 -2.2340 -2.8068
N 1.4147 3.4561 5.2076
C 0.5155 3.6711 6.2133
N -0.7763 3.3321 5.9096
O 0.8342 4.1265 7.2973
H 1.1694 3.0839 4.3099
H 2.3724 3.6884 5.3923
H -1.4661 3.4750 6.6226
H -1.0579 2.9515 5.0260
N 0.5233 1.1514 -4.1207
C -0.3271 1.3353 -3.0627
N -1.6341 1.0146 -3.3096
O 0.0522 1.7523 -1.9819
H 0.2328 0.8056 -5.0147
H 1.4927 1.3738 -3.9726
H -2.2905 1.1315 -2.5560
H -1.9654 0.6663 -4.1893
N -3.1601 3.8270 -4.7831
C -4.1230 4.3005 -3.9476
N -4.7650 5.4306 -4.3589
O -4.3883 3.7364 -2.8942
H -2.9100 4.2579 -5.6522
H -2.6826 2.9897 -4.4930
H -5.4791 5.7971 -3.7579
H -4.5603 5.9045 -5.2173
N -5.6370 -0.4111 -0.3995
C -5.1578 0.2203 -1.5179
N -5.3692 1.5601 -1.5718
O -4.5736 -0.3867 -2.4069
H -6.1163 0.0615 0.3417
H -5.4920 -1.4007 -0.3340
H -5.0234 2.0483 -2.3886
H -5.8378 2.0810 -0.8564

The following is a quantum chemistry calculation of a 2-piece molecular cluster, C17H32BrF10N2O5PS overall, from the OMol25 dataset.

E_LUMO: -0.85 eV
HOMO level: -6.661 eV
Gap between HOMO and LUMO: 5.8 eV

Geometry (Å):
N 6.7015 1.1593 0.4661
C 5.4299 0.4984 0.0163
P 3.9577 1.0541 1.1367
Br 2.3157 1.2666 2.7589
O 2.9832 0.1861 -0.0056
C 2.1166 1.1245 -0.7031
C 2.7626 2.6083 -0.7563
C 3.7032 2.9859 -1.9968
C 5.1002 3.6314 -1.5967
F 5.5835 4.3475 -2.7779
S 1.7144 4.0915 -0.3357
O 1.1323 3.9281 1.0517
O 2.6685 5.2696 -0.2291
C 0.4576 4.5640 -1.6260
F -0.6078 5.2175 -0.9378
F 0.9218 5.5224 -2.5634
C -0.1955 3.3603 -2.4391
F -0.9503 3.9601 -3.4932
F 0.7536 2.5438 -3.1162
C -1.2650 2.4963 -1.6047
F -0.9634 2.3709 -0.2503
F -2.4971 3.2099 -1.6660
C -1.5964 1.0746 -2.3024
F -2.9044 0.6736 -1.8951
F -1.6863 1.1894 -3.7058
F -0.6902 0.0720 -1.9295
O 3.6888 2.5951 0.3674
H 7.4526 1.0229 -0.2293
H 7.0172 0.7574 1.3595
H 5.5384 -0.6303 0.1767
H 5.2022 0.7182 -1.0862
H 4.2079 -0.2097 1.8092
H 4.8575 1.7566 2.0080
H 1.2681 1.2353 0.0588
H 1.7797 0.7048 -1.7106
H 3.9082 2.0507 -2.6160
H 3.1178 3.7030 -2.6682
H 5.0512 4.4020 -0.7685
H 5.9089 2.8794 -1.3286
C -2.9444 -4.5533 3.0109
C -3.7234 -4.1176 1.7792
N -3.9622 -2.6128 1.6644
C -4.8699 -2.2011 2.8251
C -4.7787 -2.3015 0.4043
C -4.1008 -2.5867 -0.9276
C -2.6973 -1.7483 1.7950
C -1.5436 -2.0370 0.8437
O -1.0177 -3.3393 1.0222
C -0.6624 -4.0093 -0.1809
H -3.4685 -4.3101 3.9379
H -2.8249 -5.6394 2.9889
H -1.9465 -4.1223 3.0652
H -4.7099 -4.5892 1.7974
H -3.2262 -4.4572 0.8751
H -5.7819 -2.7990 2.7813
H -5.1062 -1.1419 2.7152
H -4.3476 -2.3643 3.7659
H -5.0655 -1.2481 0.4556
H -5.6892 -2.9040 0.4724
H -3.4376 -1.7734 -1.2195
H -4.8607 -2.6337 -1.7126
H -3.5559 -3.5297 -0.9544
H -2.3517 -1.8741 2.8240
H -3.0249 -0.7128 1.6713
H -0.7377 -1.3301 1.0818
H -1.8085 -1.8347 -0.1934
H -0.5338 -3.3294 -1.0263
H -1.4380 -4.7431 -0.4190
H 0.2712 -4.5484 -0.0141

The following is a quantum chemistry calculation of a 3-piece molecular cluster, C17H32ClF2N2O5S overall, from the OMol25 dataset.

E_LUMO: -2.77 eV
Total charge: +1
HOMO level: -12.584 eV
Gap between HOMO and LUMO: 9.8 eV

Geometry (Å):
O -0.8055 -6.2995 0.4615
C -0.1104 -5.5682 -0.1564
F 1.2136 -5.5554 -0.0204
C -0.5969 -4.5874 -1.1992
N -1.6237 -3.7254 -0.6487
C -2.6686 -3.3655 -1.5406
F -3.8839 -3.3163 -0.8534
C -2.4998 -2.0273 -2.2253
N -2.3245 -0.9369 -1.2158
C -2.0685 -1.4245 0.1932
C -1.2251 -2.7073 0.3261
S -1.5967 -3.3062 2.0418
C 0.2564 -2.3558 0.3571
C 0.7744 -1.5836 -0.8688
C 2.2262 -1.8795 -1.1858
Cl 3.2496 -1.1340 0.0574
H 0.2270 -4.0721 -1.6880
H -1.0570 -5.2221 -1.9508
H -2.7591 -4.1091 -2.3278
H -1.6325 -2.0967 -2.8703
H -3.3639 -1.8257 -2.8453
H -3.1837 -0.3901 -1.2008
H -1.5985 -0.2958 -1.5316
H -1.5449 -0.6284 0.7077
H -3.0247 -1.5592 0.6757
H -2.3688 -4.3294 1.6709
H 0.8873 -3.2169 0.5343
H 0.3853 -1.7245 1.2310
H 0.7221 -0.5166 -0.6607
H 0.1886 -1.7857 -1.7650
H 2.4452 -2.9412 -1.1825
H 2.5192 -1.4707 -2.1432
O 0.0966 3.7128 3.2969
C 1.2664 3.5026 3.1547
O 1.6294 2.3996 2.4488
C 2.9790 2.1225 2.0636
C 3.7278 1.3587 3.1350
C 2.3315 4.3751 3.7731
H 3.5068 3.0258 1.7565
H 2.8757 1.5036 1.1732
H 3.8457 1.9497 4.0426
H 4.7194 1.0800 2.7783
H 3.1838 0.4516 3.3987
H 2.5023 4.0360 4.7939
H 1.9532 5.3927 3.8067
H 3.2779 4.3783 3.2386
O -2.5202 3.0434 -3.7733
C -1.7221 3.2458 -2.9060
O -1.4955 2.2559 -2.0101
C -0.4409 2.2937 -1.0462
C -0.8042 3.0147 0.2325
C -1.0130 4.5697 -2.7463
H 0.4762 2.6833 -1.4919
H -0.2571 1.2388 -0.8291
H -0.9891 4.0757 0.0653
H -0.0081 2.9178 0.9623
H -1.7087 2.5924 0.6700
H -1.6523 5.2334 -2.1660
H -0.8769 4.9978 -3.7351
H -0.0414 4.5050 -2.2629